*i*
Here is 13 unconnected molecules or ions with the total composition C52H143N13O13 from the Open Molecules 2025 dataset. Energies are from ωB97M-V with the def2-TZVPD basis set.

Each atom is followed by the atoms it is bonded to, with distances in Å.
Element x y z (Å)
1 C 1.973 -3.463 -1.725  C2 1.507, H7 1.090, H8 1.090, H9 1.090
2 C 2.207 -2.055 -1.243  C1 1.507, C3 1.532, N6 1.435, H10 1.090
3 C 3.669 -1.830 -0.845  C2 1.532, O4 1.431, H11 1.090, H12 1.090
4 O 4.092 -2.578 0.300  C3 1.431, C5 1.385
5 C 3.430 -2.522 1.516  O4 1.385, H13 1.090, H14 1.090, H15 1.090
6 N 1.836 -1.100 -2.247  C2 1.435, H16 1.010, H17 1.010
7 H 2.256 -4.113 -0.897  C1 1.090
8 H 2.664 -3.692 -2.536  C1 1.090
9 H 0.956 -3.664 -2.062  C1 1.090
10 H 1.550 -1.816 -0.407  C2 1.090
11 H 3.709 -0.762 -0.631  C3 1.090
12 H 4.359 -2.124 -1.636  C3 1.090
13 H 2.409 -2.879 1.644  C5 1.090
14 H 3.581 -1.582 2.046  C5 1.090
15 H 4.107 -3.094 2.150  C5 1.090
16 H 1.391 -0.291 -1.838  N6 1.010
17 H 2.578 -0.761 -2.843  N6 1.010
18 C 2.576 4.268 -4.592  C19 1.510, H24 1.090, H25 1.090, H26 1.090
19 C 3.508 3.181 -4.114  C18 1.510, C20 1.566, N23 1.457, H27 1.090
20 C 2.817 1.958 -3.420  C19 1.566, O21 1.469, H28 1.090, H29 1.090
21 O 3.931 1.097 -3.000  C20 1.469, C22 1.398
22 C 4.545 1.481 -1.804  O21 1.398, H30 1.090, H31 1.090, H32 1.090
23 N 4.236 2.909 -5.346  C19 1.457, H33 1.010, H34 1.010
24 H 3.145 5.184 -4.754  C18 1.090
25 H 1.838 4.350 -3.794  C18 1.090
26 H 2.008 4.020 -5.489  C18 1.090
27 H 4.066 3.768 -3.385  C19 1.090
28 H 2.300 1.482 -4.253  C20 1.090
29 H 2.146 2.225 -2.604  C20 1.090
30 H 4.940 2.492 -1.901  C22 1.090
31 H 5.337 0.777 -1.547  C22 1.090
32 H 3.898 1.387 -0.932  C22 1.090
33 H 3.574 2.497 -5.987  N23 1.010
34 H 4.713 2.087 -5.004  N23 1.010
35 C -1.545 4.986 2.201  C36 1.550, H41 1.090, H42 1.090, H43 1.090
36 C -0.207 4.760 2.950  C35 1.550, C37 1.560, N40 1.478, H44 1.090
37 C 1.048 5.173 2.122  C36 1.560, O38 1.431, H45 1.090, H46 1.090
38 O 1.213 4.262 1.031  C37 1.431, C39 1.451
39 C 2.534 4.438 0.457  O38 1.451, H47 1.090, H48 1.090, H49 1.090
40 N -0.208 5.633 4.143  C36 1.478, H50 1.010, H51 1.010
41 H -2.402 4.500 2.668  C35 1.090
42 H -1.402 4.590 1.196  C35 1.090
43 H -1.859 6.022 2.072  C35 1.090
44 H -0.201 3.690 3.156  C36 1.090
45 H 1.843 5.142 2.867  C37 1.090
46 H 0.834 6.194 1.803  C37 1.090
47 H 3.361 4.346 1.161  C39 1.090
48 H 2.550 5.321 -0.181  C39 1.090
49 H 2.790 3.566 -0.145  C39 1.090
50 H -0.782 5.220 4.864  N40 1.010
51 H 0.711 5.441 4.516  N40 1.010
52 C 7.089 3.546 2.558  C53 1.505, H58 1.090, H59 1.090, H60 1.090
53 C 6.673 2.213 1.998  C52 1.505, C54 1.574, N57 1.454, H61 1.090
54 C 7.400 1.000 2.687  C53 1.574, O55 1.419, H62 1.090, H63 1.090
55 O 8.759 0.825 2.322  C54 1.419, C56 1.409
56 C 8.928 0.251 1.046  O55 1.409, H64 1.090, H65 1.090, H66 1.090
57 N 5.231 2.098 2.144  C53 1.454, H67 1.010, H68 1.010
58 H 6.792 3.734 3.590  C52 1.090
59 H 6.567 4.387 2.101  C52 1.090
60 H 8.156 3.749 2.463  C52 1.090
61 H 6.986 2.114 0.959  C53 1.090
62 H 6.962 0.051 2.379  C54 1.090
63 H 7.135 1.011 3.745  C54 1.090
64 H 9.924 -0.105 0.782  C56 1.090
65 H 8.590 0.947 0.279  C56 1.090
66 H 8.315 -0.649 1.007  C56 1.090
67 H 4.878 1.711 3.008  N57 1.010
68 H 4.897 3.046 2.238  N57 1.010
69 C -8.300 -3.118 2.254  C70 1.573, H75 1.090, H76 1.090, H77 1.090
70 C -7.391 -1.977 1.666  C69 1.573, C71 1.629, N74 1.471, H78 1.090
71 C -6.505 -1.221 2.805  C70 1.629, O72 1.408, H79 1.090, H80 1.090
72 O -6.029 -0.031 2.222  C71 1.408, C73 1.435
73 C -5.127 0.842 2.917  O72 1.435, H81 1.090, H82 1.090, H83 1.090
74 N -6.606 -2.782 0.718  C70 1.471, H84 1.010, H85 1.010
75 H -9.047 -3.311 1.483  C69 1.090
76 H -8.784 -2.869 3.198  C69 1.090
77 H -7.703 -3.980 2.553  C69 1.090
78 H -8.040 -1.294 1.119  C70 1.090
79 H -5.815 -1.945 3.239  C71 1.090
80 H -7.104 -0.950 3.675  C71 1.090
81 H -5.429 1.264 3.876  C73 1.090
82 H -4.825 1.758 2.409  C73 1.090
83 H -4.246 0.289 3.242  C73 1.090
84 H -5.931 -2.143 0.323  N74 1.010
85 H -7.240 -2.989 -0.041  N74 1.010
86 C 1.226 3.708 9.782  C87 1.527, H92 1.090, H93 1.090, H94 1.090
87 C 1.330 2.193 9.618  C86 1.527, C88 1.545, N91 1.442, H95 1.090
88 C 1.946 1.628 8.319  C87 1.545, O89 1.453, H96 1.090, H97 1.090
89 O 1.304 2.159 7.128  C88 1.453, C90 1.485
90 C -0.032 1.552 6.908  O89 1.485, H98 1.090, H99 1.090, H100 1.090
91 N 2.007 1.647 10.768  C87 1.442, H101 1.010, H102 1.010
92 H 2.188 4.218 9.823  C86 1.090
93 H 0.572 3.811 10.648  C86 1.090
94 H 0.666 4.207 8.992  C86 1.090
95 H 0.311 1.824 9.732  C87 1.090
96 H 2.226 0.577 8.394  C88 1.090
97 H 2.947 2.053 8.398  C88 1.090
98 H 0.059 0.470 7.004  C90 1.090
99 H -0.394 1.818 5.915  C90 1.090
100 H -0.765 1.949 7.610  C90 1.090
101 H 1.439 1.819 11.585  N91 1.010
102 H 2.156 0.648 10.747  N91 1.010
103 C -8.119 5.899 -3.470  C104 1.559, H109 1.090, H110 1.090, H111 1.090
104 C -6.584 5.654 -3.341  C103 1.559, C105 1.507, N108 1.486, H112 1.090
105 C -6.244 4.536 -2.389  C104 1.507, O106 1.442, H113 1.090, H114 1.090
106 O -6.979 3.296 -2.393  C105 1.442, C107 1.396
107 C -6.680 2.317 -1.444  O106 1.396, H115 1.090, H116 1.090, H117 1.090
108 N -5.941 5.336 -4.642  C104 1.486, H118 1.010, H119 1.010
109 H -8.359 6.380 -4.418  C103 1.090
110 H -8.429 6.428 -2.569  C103 1.090
111 H -8.591 4.942 -3.690  C103 1.090
112 H -6.240 6.587 -2.894  C104 1.090
113 H -6.352 5.000 -1.408  C105 1.090
114 H -5.158 4.458 -2.455  C105 1.090
115 H -5.828 1.675 -1.667  C107 1.090
116 H -7.566 1.688 -1.368  C107 1.090
117 H -6.538 2.736 -0.448  C107 1.090
118 H -5.102 4.774 -4.611  N108 1.010
119 H -5.815 6.144 -5.235  N108 1.010
120 C -1.891 2.312 -3.539  C121 1.517, H126 1.090, H127 1.090, H128 1.090
121 C -3.027 1.956 -4.480  C120 1.517, C122 1.590, N125 1.418, H129 1.090
122 C -3.606 0.483 -4.323  C121 1.590, O123 1.440, H130 1.090, H131 1.090
123 O -4.642 0.308 -5.308  C122 1.440, C124 1.430
124 C -5.330 -0.935 -5.152  O123 1.430, H132 1.090, H133 1.090, H134 1.090
125 N -4.074 2.910 -4.424  C121 1.418, H135 1.010, H136 1.010
126 H -1.654 3.356 -3.741  C120 1.090
127 H -0.996 1.739 -3.783  C120 1.090
128 H -2.198 2.121 -2.511  C120 1.090
129 H -2.636 2.048 -5.493  C121 1.090
130 H -3.878 0.228 -3.298  C122 1.090
131 H -2.948 -0.338 -4.605  C122 1.090
132 H -6.018 -1.092 -5.983  C124 1.090
133 H -5.881 -1.027 -4.216  C124 1.090
134 H -4.619 -1.756 -5.244  C124 1.090
135 H -4.642 2.942 -3.590  N125 1.010
136 H -4.705 2.359 -4.989  N125 1.010
137 C 1.266 -3.373 -5.327  C138 1.551, H143 1.090, H144 1.090, H145 1.090
138 C 2.528 -2.556 -5.710  C137 1.551, C139 1.559, N142 1.422, H146 1.090
139 C 2.850 -2.330 -7.218  C138 1.559, O140 1.430, H147 1.090, H148 1.090
140 O 3.175 -3.507 -7.963  C139 1.430, C141 1.423
141 C 3.327 -3.323 -9.365  O140 1.423, H149 1.090, H150 1.090, H151 1.090
142 N 2.196 -1.270 -5.205  C138 1.422, H152 1.010, H153 1.010
143 H 1.082 -3.473 -4.257  C137 1.090
144 H 1.208 -4.393 -5.708  C137 1.090
145 H 0.386 -2.881 -5.742  C137 1.090
146 H 3.421 -2.773 -5.123  C138 1.090
147 H 3.592 -1.538 -7.323  C139 1.090
148 H 2.025 -1.788 -7.680  C139 1.090
149 H 4.132 -2.652 -9.665  C141 1.090
150 H 2.404 -2.903 -9.767  C141 1.090
151 H 3.593 -4.282 -9.809  C141 1.090
152 H 1.365 -0.855 -5.602  N142 1.010
153 H 1.869 -1.397 -4.257  N142 1.010
154 C -0.317 0.919 2.007  C155 1.565, H160 1.090, H161 1.090, H162 1.090
155 C -0.141 0.531 0.501  C154 1.565, C156 1.535, N159 1.404, H163 1.090
156 C -1.418 0.304 -0.321  C155 1.535, O157 1.428, H164 1.090, H165 1.090
157 O -2.224 -0.759 0.189  C156 1.428, C158 1.396
158 C -3.456 -0.912 -0.450  O157 1.396, H166 1.090, H167 1.090, H168 1.090
159 N 0.828 1.316 -0.144  C155 1.404, H169 1.010, H170 1.010
160 H -1.073 0.282 2.467  C154 1.090
161 H -0.805 1.871 2.214  C154 1.090
162 H 0.680 1.015 2.438  C154 1.090
163 H 0.163 -0.515 0.525  C155 1.090
164 H -1.062 -0.065 -1.282  C156 1.090
165 H -1.990 1.221 -0.464  C156 1.090
166 H -3.282 -1.182 -1.492  C158 1.090
167 H -4.004 0.015 -0.617  C158 1.090
168 H -3.978 -1.688 0.110  C158 1.090
169 H 1.777 0.980 -0.068  N159 1.010
170 H 0.752 2.155 0.414  N159 1.010
171 C -1.488 -3.131 2.534  C172 1.590, H177 1.090, H178 1.090, H179 1.090
172 C -1.267 -4.705 2.497  C171 1.590, C173 1.591, N176 1.428, H180 1.090
173 C -1.206 -5.275 3.981  C172 1.591, O174 1.429, H181 1.090, H182 1.090
174 O -0.076 -4.873 4.756  C173 1.429, C175 1.390
175 C 1.154 -5.014 4.124  O174 1.390, H183 1.090, H184 1.090, H185 1.090
176 N -2.393 -5.325 1.876  C172 1.428, H186 1.010, H187 1.010
177 H -1.365 -2.471 1.675  C171 1.090
178 H -0.665 -2.765 3.148  C171 1.090
179 H -2.439 -2.771 2.926  C171 1.090
180 H -0.415 -5.091 1.937  C172 1.090
181 H -1.181 -6.359 3.873  C173 1.090
182 H -2.116 -5.000 4.514  C173 1.090
183 H 1.230 -5.941 3.555  C175 1.090
184 H 1.943 -5.001 4.876  C175 1.090
185 H 1.179 -4.116 3.508  C175 1.090
186 H -2.429 -5.262 0.869  N176 1.010
187 H -2.558 -6.307 2.046  N176 1.010
188 C 3.735 -0.412 4.564  C189 1.529, H194 1.090, H195 1.090, H196 1.090
189 C 4.780 -0.730 5.634  C188 1.529, C190 1.567, N193 1.491, H197 1.090
190 C 6.031 -1.577 5.216  C189 1.567, O191 1.441, H198 1.090, H199 1.090
191 O 6.951 -1.691 6.320  C190 1.441, C192 1.454
192 C 8.375 -1.888 6.104  O191 1.454, H200 1.090, H201 1.090, H202 1.090
193 N 5.310 0.639 5.895  C189 1.491, H203 1.010, H204 1.010
194 H 4.218 -0.033 3.664  C188 1.090
195 H 2.977 0.304 4.882  C188 1.090
196 H 3.376 -1.409 4.305  C188 1.090
197 H 4.402 -1.277 6.496  C189 1.090
198 H 6.450 -1.167 4.297  C190 1.090
199 H 5.732 -2.584 4.925  C190 1.090
200 H 8.714 -2.521 5.284  C192 1.090
201 H 8.870 -2.356 6.954  C192 1.090
202 H 8.862 -0.916 6.025  C192 1.090
203 H 4.578 1.256 6.220  N193 1.010
204 H 6.037 0.429 6.563  N193 1.010
205 C -4.203 -5.844 -3.987  C206 1.516, H211 1.090, H212 1.090, H213 1.090
206 C -4.598 -4.877 -5.085  C205 1.516, C207 1.561, N210 1.471, H214 1.090
207 C -4.370 -5.401 -6.538  C206 1.561, O208 1.453, H215 1.090, H216 1.090
208 O -2.980 -5.605 -6.908  C207 1.453, C209 1.457
209 C -2.821 -5.678 -8.354  O208 1.457, H217 1.090, H218 1.090, H219 1.090
210 N -6.006 -4.470 -4.961  C206 1.471, H220 1.010, H221 1.010
211 H -3.117 -5.907 -4.057  C205 1.090
212 H -4.594 -6.854 -4.105  C205 1.090
213 H -4.546 -5.515 -3.005  C205 1.090
214 H -3.949 -4.032 -4.854  C206 1.090
215 H -4.835 -4.825 -7.339  C207 1.090
216 H -4.709 -6.436 -6.584  C207 1.090
217 H -2.018 -6.401 -8.497  C209 1.090
218 H -2.473 -4.732 -8.770  C209 1.090
219 H -3.792 -5.909 -8.792  C209 1.090
220 H -6.600 -5.133 -5.438  N210 1.010
221 H -6.266 -4.570 -3.990  N210 1.010

Computed properties:
Highest occupied orbital energy   -8.53 eV
Kohn-Sham gap   8.782 eV
Net charge   0

Atom charges from the Mulliken analysis, given in e for atoms 1 to 6: -1.973 1.685 -0.495 -0.560 -0.644 -0.170

---

*ii*
Here is 13 unconnected molecules or ions with the total composition C52H143N13O13 from the Open Molecules 2025 dataset. Energies are from ωB97M-V with the def2-TZVPD basis set.

Each atom is followed by the atoms it is bonded to, with distances in Å.
Element x y z (Å)
1 C -5.441 5.158 1.662  C2 1.499, H7 1.090, H8 1.090, H9 1.090
2 C -4.488 5.915 2.538  C1 1.499, C3 1.490, N6 1.448, H10 1.090
3 C -5.201 6.280 3.794  C2 1.490, O4 1.408, H11 1.090, H12 1.090
4 O -6.355 7.060 3.590  C3 1.408, C5 1.417
5 C -6.994 7.477 4.784  O4 1.417, H13 1.090, H14 1.090, H15 1.090
6 N -3.271 5.167 2.770  C2 1.448, H16 1.010, H17 1.010
7 H -6.373 5.699 1.497  C1 1.090
8 H -5.741 4.237 2.160  C1 1.090
9 H -5.017 5.006 0.669  C1 1.090
10 H -4.368 6.880 2.046  C2 1.090
11 H -4.530 6.845 4.442  C3 1.090
12 H -5.458 5.325 4.252  C3 1.090
13 H -6.379 8.273 5.203  C5 1.090
14 H -7.125 6.624 5.450  C5 1.090
15 H -7.976 7.876 4.527  C5 1.090
16 H -3.406 4.168 2.828  N6 1.010
17 H -2.637 5.273 1.991  N6 1.010
18 C -0.408 -2.152 0.761  C19 1.591, H24 1.090, H25 1.090, H26 1.090
19 C -1.827 -1.440 0.647  C18 1.591, C20 1.563, N23 1.481, H27 1.090
20 C -2.859 -2.196 -0.251  C19 1.563, O21 1.435, H28 1.090, H29 1.090
21 O -4.004 -1.346 -0.407  C20 1.435, C22 1.366
22 C -4.995 -1.910 -1.160  O21 1.366, H30 1.090, H31 1.090, H32 1.090
23 N -2.395 -1.157 1.985  C19 1.481, H33 1.010, H34 1.010
24 H -0.498 -3.165 1.154  C18 1.090
25 H 0.269 -1.497 1.310  C18 1.090
26 H 0.097 -2.210 -0.203  C18 1.090
27 H -1.654 -0.501 0.121  C19 1.090
28 H -3.251 -3.118 0.177  C20 1.090
29 H -2.306 -2.419 -1.164  C20 1.090
30 H -4.738 -1.925 -2.219  C22 1.090
31 H -5.956 -1.403 -1.072  C22 1.090
32 H -5.188 -2.936 -0.847  C22 1.090
33 H -3.396 -1.229 2.092  N23 1.010
34 H -1.911 -1.717 2.673  N23 1.010
35 C -7.274 -4.026 5.289  C36 1.560, H41 1.090, H42 1.090, H43 1.090
36 C -8.662 -3.491 4.818  C35 1.560, C37 1.562, N40 1.431, H44 1.090
37 C -9.758 -3.272 5.909  C36 1.562, O38 1.465, H45 1.090, H46 1.090
38 O -11.032 -3.037 5.225  C37 1.465, C39 1.449
39 C -12.180 -2.715 6.048  O38 1.449, H47 1.090, H48 1.090, H49 1.090
40 N -8.364 -2.248 4.175  C36 1.431, H50 1.010, H51 1.010
41 H -6.659 -4.179 4.402  C35 1.090
42 H -7.303 -4.954 5.860  C35 1.090
43 H -6.631 -3.320 5.814  C35 1.090
44 H -9.104 -4.285 4.216  C36 1.090
45 H -9.539 -2.485 6.631  C37 1.090
46 H -9.823 -4.125 6.585  C37 1.090
47 H -13.081 -2.493 5.476  C39 1.090
48 H -12.020 -1.921 6.778  C39 1.090
49 H -12.440 -3.526 6.729  C39 1.090
50 H -9.249 -1.941 3.797  N40 1.010
51 H -7.863 -2.579 3.363  N40 1.010
52 C 0.072 1.507 9.616  C53 1.538, H58 1.090, H59 1.090, H60 1.090
53 C -0.948 1.778 8.497  C52 1.538, C54 1.554, N57 1.440, H61 1.090
54 C -2.427 1.639 8.955  C53 1.554, O55 1.397, H62 1.090, H63 1.090
55 O -2.603 0.308 9.340  C54 1.397, C56 1.429
56 C -3.995 0.030 9.499  O55 1.429, H64 1.090, H65 1.090, H66 1.090
57 N -0.497 3.013 7.910  C53 1.440, H67 1.010, H68 1.010
58 H -0.104 0.656 10.275  C52 1.090
59 H 0.098 2.403 10.236  C52 1.090
60 H 1.120 1.399 9.337  C52 1.090
61 H -0.708 1.061 7.712  C53 1.090
62 H -3.001 1.945 8.081  C54 1.090
63 H -2.646 2.390 9.715  C54 1.090
64 H -4.588 0.493 8.709  C56 1.090
65 H -4.406 0.403 10.437  C56 1.090
66 H -4.281 -1.020 9.547  C56 1.090
67 H -1.031 3.111 7.058  N57 1.010
68 H 0.492 2.872 7.761  N57 1.010
69 C -13.377 -5.138 -0.900  C70 1.570, H75 1.090, H76 1.090, H77 1.090
70 C -14.154 -3.791 -0.688  C69 1.570, C71 1.544, N74 1.441, H78 1.090
71 C -15.522 -3.941 0.012  C70 1.544, O72 1.420, H79 1.090, H80 1.090
72 O -16.282 -4.928 -0.670  C71 1.420, C73 1.459
73 C -17.446 -5.302 0.127  O72 1.459, H81 1.090, H82 1.090, H83 1.090
74 N -13.273 -2.925 0.053  C70 1.441, H84 1.010, H85 1.010
75 H -12.377 -5.020 -1.317  C69 1.090
76 H -13.911 -5.773 -1.607  C69 1.090
77 H -13.475 -5.745 0.000  C69 1.090
78 H -14.417 -3.237 -1.589  C70 1.090
79 H -16.103 -3.029 0.149  C71 1.090
80 H -15.262 -4.324 0.998  C71 1.090
81 H -18.145 -4.468 0.181  C73 1.090
82 H -17.082 -5.694 1.077  C73 1.090
83 H -17.945 -6.110 -0.408  C73 1.090
84 H -13.446 -3.158 1.020  N74 1.010
85 H -13.792 -2.060 0.010  N74 1.010
86 C 0.680 4.734 -9.271  C87 1.529, H92 1.090, H93 1.090, H94 1.090
87 C -0.810 5.017 -9.463  C86 1.529, C88 1.587, N91 1.440, H95 1.090
88 C -1.588 5.469 -8.156  C87 1.587, O89 1.484, H96 1.090, H97 1.090
89 O -1.620 4.345 -7.187  C88 1.484, C90 1.433
90 C -2.441 3.224 -7.536  O89 1.433, H98 1.090, H99 1.090, H100 1.090
91 N -0.877 6.140 -10.363  C87 1.440, H101 1.010, H102 1.010
92 H 0.718 4.111 -8.377  C86 1.090
93 H 1.251 5.635 -9.049  C86 1.090
94 H 1.130 4.265 -10.147  C86 1.090
95 H -1.277 4.199 -10.011  C87 1.090
96 H -2.571 5.765 -8.523  C88 1.090
97 H -1.087 6.302 -7.664  C88 1.090
98 H -2.005 2.704 -8.389  C90 1.090
99 H -3.480 3.529 -7.665  C90 1.090
100 H -2.513 2.471 -6.751  C90 1.090
101 H -0.519 7.014 -10.006  N91 1.010
102 H -1.837 6.436 -10.468  N91 1.010
103 C 5.204 8.253 0.497  C104 1.493, H109 1.090, H110 1.090, H111 1.090
104 C 3.764 8.623 0.636  C103 1.493, C105 1.548, N108 1.430, H112 1.090
105 C 2.901 7.961 -0.464  C104 1.548, O106 1.438, H113 1.090, H114 1.090
106 O 2.865 6.527 -0.363  C105 1.438, C107 1.468
107 C 2.473 5.746 -1.543  O106 1.468, H115 1.090, H116 1.090, H117 1.090
108 N 3.426 8.349 1.998  C104 1.430, H118 1.010, H119 1.010
109 H 5.804 8.819 1.209  C103 1.090
110 H 5.571 8.336 -0.526  C103 1.090
111 H 5.457 7.227 0.766  C103 1.090
112 H 3.682 9.682 0.394  C104 1.090
113 H 3.262 8.108 -1.482  C105 1.090
114 H 1.871 8.315 -0.515  C105 1.090
115 H 2.892 6.029 -2.508  C107 1.090
116 H 1.468 6.106 -1.766  C107 1.090
117 H 2.529 4.659 -1.473  C107 1.090
118 H 2.487 8.538 2.318  N108 1.010
119 H 3.342 7.344 1.945  N108 1.010
120 C 6.292 -8.677 -4.276  C121 1.493, H126 1.090, H127 1.090, H128 1.090
121 C 5.619 -7.445 -4.783  C120 1.493, C122 1.578, N125 1.419, H129 1.090
122 C 4.428 -6.841 -3.941  C121 1.578, O123 1.451, H130 1.090, H131 1.090
123 O 3.506 -7.922 -3.648  C122 1.451, C124 1.425
124 C 2.266 -7.419 -3.156  O123 1.425, H132 1.090, H133 1.090, H134 1.090
125 N 6.632 -6.471 -4.977  C121 1.419, H135 1.010, H136 1.010
126 H 6.989 -8.466 -3.466  C120 1.090
127 H 7.037 -8.984 -5.010  C120 1.090
128 H 5.632 -9.479 -3.943  C120 1.090
129 H 5.240 -7.741 -5.761  C121 1.090
130 H 3.882 -6.053 -4.459  C122 1.090
131 H 4.768 -6.356 -3.026  C122 1.090
132 H 1.731 -6.995 -4.006  C124 1.090
133 H 2.413 -6.601 -2.450  C124 1.090
134 H 1.653 -8.134 -2.608  C124 1.090
135 H 7.477 -6.950 -5.252  N125 1.010
136 H 6.781 -6.085 -4.055  N125 1.010
137 C 8.710 -6.650 5.719  C138 1.491, H143 1.090, H144 1.090, H145 1.090
138 C 9.191 -5.419 6.410  C137 1.491, C139 1.594, N142 1.479, H146 1.090
139 C 8.333 -4.985 7.682  C138 1.594, O140 1.454, H147 1.090, H148 1.090
140 O 6.901 -4.988 7.434  C139 1.454, C141 1.362
141 C 6.295 -3.973 6.756  O140 1.362, H149 1.090, H150 1.090, H151 1.090
142 N 10.623 -5.578 6.742  C138 1.479, H152 1.010, H153 1.010
143 H 8.868 -7.545 6.322  C137 1.090
144 H 9.172 -6.749 4.737  C137 1.090
145 H 7.637 -6.533 5.569  C137 1.090
146 H 8.911 -4.661 5.679  C138 1.090
147 H 8.642 -4.017 8.077  C139 1.090
148 H 8.461 -5.645 8.539  C139 1.090
149 H 6.576 -4.009 5.703  C141 1.090
150 H 6.627 -2.990 7.089  C141 1.090
151 H 5.216 -4.128 6.766  C141 1.090
152 H 10.768 -4.723 7.261  N142 1.010
153 H 10.793 -6.328 7.397  N142 1.010
154 C 9.651 3.284 -4.934  C155 1.534, H160 1.090, H161 1.090, H162 1.090
155 C 8.922 3.095 -6.270  C154 1.534, C156 1.524, N159 1.463, H163 1.090
156 C 7.400 3.155 -6.209  C155 1.524, O157 1.435, H164 1.090, H165 1.090
157 O 6.795 2.294 -5.234  C156 1.435, C158 1.424
158 C 6.674 0.935 -5.641  O157 1.424, H166 1.090, H167 1.090, H168 1.090
159 N 9.363 4.106 -7.231  C155 1.463, H169 1.010, H170 1.010
160 H 9.698 2.397 -4.302  C154 1.090
161 H 9.368 4.133 -4.311  C154 1.090
162 H 10.733 3.357 -5.048  C154 1.090
163 H 9.209 2.080 -6.545  C155 1.090
164 H 6.932 3.038 -7.186  C156 1.090
165 H 7.138 4.127 -5.790  C156 1.090
166 H 5.991 1.033 -6.485  C158 1.090
167 H 6.288 0.297 -4.846  C158 1.090
168 H 7.644 0.537 -5.938  C158 1.090
169 H 9.012 3.943 -8.165  N159 1.010
170 H 10.360 4.017 -7.365  N159 1.010
171 C 12.401 -2.984 -3.359  C172 1.546, H177 1.090, H178 1.090, H179 1.090
172 C 12.507 -4.023 -2.221  C171 1.546, C173 1.511, N176 1.430, H180 1.090
173 C 11.475 -3.801 -1.140  C172 1.511, O174 1.479, H181 1.090, H182 1.090
174 O 10.073 -3.900 -1.597  C173 1.479, C175 1.384
175 C 9.226 -3.025 -0.939  O174 1.384, H183 1.090, H184 1.090, H185 1.090
176 N 12.425 -5.361 -2.719  C172 1.430, H186 1.010, H187 1.010
177 H 11.370 -3.065 -3.703  C171 1.090
178 H 13.094 -3.181 -4.177  C171 1.090
179 H 12.514 -1.935 -3.085  C171 1.090
180 H 13.515 -3.898 -1.826  C172 1.090
181 H 11.608 -2.742 -0.919  C173 1.090
182 H 11.562 -4.334 -0.192  C173 1.090
183 H 8.185 -3.344 -0.997  C175 1.090
184 H 9.140 -2.099 -1.508  C175 1.090
185 H 9.484 -2.933 0.116  C175 1.090
186 H 13.027 -5.932 -2.143  N176 1.010
187 H 11.498 -5.619 -2.412  N176 1.010
188 C -7.561 0.279 -12.476  C189 1.534, H194 1.090, H195 1.090, H196 1.090
189 C -6.553 -0.347 -11.504  C188 1.534, C190 1.557, N193 1.449, H197 1.090
190 C -7.318 -1.313 -10.552  C189 1.557, O191 1.462, H198 1.090, H199 1.090
191 O -8.235 -0.566 -9.693  C190 1.462, C192 1.428
192 C -8.966 -1.433 -8.825  O191 1.428, H200 1.090, H201 1.090, H202 1.090
193 N -5.479 -0.991 -12.234  C189 1.449, H203 1.010, H204 1.010
194 H -8.311 -0.493 -12.642  C188 1.090
195 H -7.082 0.595 -13.402  C188 1.090
196 H -8.216 1.064 -12.099  C188 1.090
197 H -6.221 0.474 -10.869  C189 1.090
198 H -6.560 -1.697 -9.869  C190 1.090
199 H -7.827 -2.159 -11.014  C190 1.090
200 H -9.451 -0.860 -8.035  C192 1.090
201 H -8.320 -2.129 -8.290  C192 1.090
202 H -9.776 -1.952 -9.337  C192 1.090
203 H -5.872 -1.895 -12.457  N193 1.010
204 H -4.722 -1.245 -11.615  N193 1.010
205 C 7.523 3.656 9.269  C206 1.523, H211 1.090, H212 1.090, H213 1.090
206 C 7.217 4.740 8.244  C205 1.523, C207 1.548, N210 1.454, H214 1.090
207 C 6.821 4.332 6.804  C206 1.548, O208 1.454, H215 1.090, H216 1.090
208 O 5.540 3.655 6.684  C207 1.454, C209 1.438
209 C 5.236 3.293 5.326  O208 1.438, H217 1.090, H218 1.090, H219 1.090
210 N 6.148 5.591 8.740  C206 1.454, H220 1.010, H221 1.010
211 H 8.490 3.180 9.109  C205 1.090
212 H 6.719 2.921 9.224  C205 1.090
213 H 7.562 4.079 10.273  C205 1.090
214 H 8.072 5.411 8.153  C206 1.090
215 H 7.584 3.723 6.319  C207 1.090
216 H 6.790 5.293 6.291  C207 1.090
217 H 5.268 4.176 4.687  C209 1.090
218 H 4.167 3.080 5.298  C209 1.090
219 H 5.768 2.461 4.865  C209 1.090
220 H 5.358 4.969 8.650  N210 1.010
221 H 5.929 6.331 8.088  N210 1.010

Computed properties:
Highest occupied orbital energy   -8.98 eV
Kohn-Sham gap   9.340 eV
Net charge   0

Atom charges from the Mulliken analysis, given in e for atoms 1 to 6: -1.388 0.378 -0.658 -0.306 -0.702 -0.694

---

If you had to name the least stable structure above, which would it be? It would be *i*.